No. 1
Computed, not measured: a 2-piece molecular cluster, C23H23BF2O4 overall, with wB97M-V/def2-TZVPD.

Geometry as XYZ:
```
53
Properties=species:S:1:pos:R:3
C 0.44 -0.02 -4.59
C -0.61 -0.42 -3.67
C -1.65 0.35 -3.23
C -2.45 -0.45 -2.40
C -1.77 -1.66 -2.22
B 0.95 1.98 -0.13
O 1.57 2.96 -0.89
C 2.22 3.71 0.19
C 1.85 3.08 1.60
C 2.48 3.87 2.72
C 2.32 1.57 1.57
O 1.71 0.93 0.40
C 0.26 3.02 1.69
O -0.25 2.29 0.53
O -0.72 -1.69 -3.16
H 0.00 0.01 -5.60
H 0.78 1.00 -4.35
H 1.31 -0.67 -4.56
H -1.80 1.41 -3.43
H -3.33 -0.11 -1.88
H 3.31 3.65 0.03
H 1.87 4.76 0.14
H 2.26 3.41 3.68
H 3.56 3.90 2.56
H 2.09 4.89 2.71
H 3.42 1.53 1.47
H 1.97 1.04 2.47
H -0.06 2.51 2.61
H -0.16 4.05 1.67
F 1.11 -4.94 2.09
C 1.08 -4.14 0.97
C 2.27 -3.82 0.33
C 2.20 -2.90 -0.73
C 0.99 -2.36 -1.14
C -0.20 -2.80 -0.58
C -1.63 -2.38 -0.99
C -2.23 -1.54 0.16
C -3.61 -1.33 0.26
C -4.14 -0.66 1.36
C -3.34 -0.30 2.44
C -1.97 -0.44 2.26
F -1.12 -0.10 3.29
C -1.39 -0.94 1.09
C -0.15 -3.65 0.54
H 3.20 -4.28 0.65
H 3.11 -2.57 -1.23
H 1.01 -1.59 -1.89
H -2.20 -3.31 -1.09
H -4.25 -1.65 -0.55
H -5.20 -0.44 1.39
H -3.73 0.09 3.38
H -0.30 -0.94 1.00
H -1.06 -3.90 1.08
```

As for the total energy: -38525.4632 eV. The spin multiplicity is 1. For the lowest unoccupied orbital energy, the calculation gives 0.6 eV. As for the energy above the lowest of the compared OMol25 structures with the same formula, charge and spin: 0.0 kJ/mol. As for the structure (SMILES): Cc1ccc(C(c2cccc(F)c2)c2cccc(F)c2)o1.CC12COB(OC1)OC2. Its charge is 0. As for the max |F|: 4.50 eV/A.



No. 2
Computed, not measured: a 2-piece molecular cluster, C2H3F2OP overall, with wB97M-V/def2-TZVPD.

Geometry as XYZ:
```
9
Properties=species:S:1:pos:R:3
C -1.07 -1.08 -0.01
C 0.99 -0.10 0.18
O -1.84 -0.19 0.18
F 1.75 -0.70 -0.72
F 1.49 -0.48 1.40
P 0.56 1.66 0.08
H -1.01 -2.04 -0.48
H -0.20 1.55 -1.27
H -0.66 1.37 0.63
```

As for the total energy: -18887.8551 eV. The spin multiplicity is 3. For the lowest unoccupied orbital energy (alpha / beta), the calculation gives 0.8 / -1.7 eV. As for the energy above the lowest of the compared OMol25 structures with the same formula, charge and spin: 293.0 kJ/mol. Its charge is 0. The expectation value of S² is 2.007. As for the max |F|: 3.20 eV/A.



No. 3
Computed, not measured: a 2-piece molecular cluster, C10H16 overall, with wB97M-V/def2-TZVPD.

Geometry as XYZ:
```
26
Properties=species:S:1:pos:R:3
C -1.33 -2.29 0.60
C -2.70 -2.50 -0.06
C -1.30 -2.07 2.09
H -0.70 -3.11 0.27
H -0.81 -1.45 0.12
H -3.53 -2.13 0.55
H -1.83 -2.83 2.67
H -2.89 -3.57 -0.16
H -2.73 -2.08 -1.06
H -0.26 -2.01 2.44
H -1.76 -1.13 2.38
C 3.12 0.49 0.37
C -0.05 0.64 -1.73
C 1.23 0.34 -1.28
C -0.78 1.66 -1.12
C 1.79 0.94 -0.15
C -0.20 2.33 -0.06
C 1.05 1.98 0.43
H -0.41 0.10 -2.59
H 1.80 -0.44 -1.78
H -1.74 1.99 -1.51
H -0.67 3.22 0.36
H 3.06 -0.55 0.71
H 3.46 1.08 1.22
H 1.49 2.57 1.22
H 3.87 0.52 -0.42
```

As for the total energy: -10629.4464 eV. The spin multiplicity is 1. For the lowest unoccupied orbital energy, the calculation gives 1.0 eV. As for the energy above the lowest of the compared OMol25 structures with the same formula, charge and spin: 28.7 kJ/mol. As for the structure (SMILES): Cc1ccccc1.CCC. Its charge is 0. As for the max |F|: 1.11 eV/A.



No. 4
Computed, not measured: one molecule with the formula C3H4N2OS, with wB97M-V/def2-TZVPD.

Geometry as XYZ:
```
11
Properties=species:S:1:pos:R:3
C -0.24 -1.45 0.03
C -1.48 -0.93 -0.01
C -0.09 0.82 0.06
H 2.46 0.97 -0.07
H 0.14 -2.43 0.09
H -2.43 -1.42 -0.13
H -0.32 2.73 -0.09
N 0.63 -0.34 0.11
N 0.40 1.99 0.04
O -1.41 0.43 -0.02
S 2.33 -0.37 -0.02
```

As for the total energy: -19037.3122 eV. The spin multiplicity is 1. For the lowest unoccupied orbital energy, the calculation gives 0.8 eV. As for the energy above the lowest of the compared OMol25 structures with the same formula, charge and spin: 167.5 kJ/mol. As for the structure (SMILES): [H]/N=c1\occn1S. Its charge is 0. As for the max |F|: 1.74 eV/A.



No. 5
Computed, not measured: one molecule with the formula C5H10O, with wB97M-V/def2-TZVPD.

Geometry as XYZ:
```
16
Properties=species:S:1:pos:R:3
C -1.90 0.91 0.02
C -1.30 -0.42 0.41
C 0.16 -0.28 0.73
C 0.97 -0.07 -0.64
C 2.43 -0.10 -0.56
O 1.70 -1.30 -0.47
H -1.33 1.37 -0.79
H -1.86 1.60 0.88
H -2.94 0.81 -0.29
H -1.38 -1.15 -0.42
H -1.84 -0.87 1.25
H 0.45 -1.22 1.27
H 0.42 0.52 1.42
H 0.59 0.06 -1.68
H 3.02 -0.20 -1.46
H 2.93 0.32 0.31
```

As for the total energy: -7392.1252 eV. The spin multiplicity is 1. For the lowest unoccupied orbital energy, the calculation gives 1.2 eV. As for the energy above the lowest of the compared OMol25 structures with the same formula, charge and spin: 254.7 kJ/mol. As for the structure (SMILES): CCC[C@H]1CO1. Its charge is 0. As for the max |F|: 2.44 eV/A.



No. 6
Computed, not measured: one molecule with the formula C4H7NO, with wB97M-V/def2-TZVPD.

Geometry as XYZ:
```
13
Properties=species:S:1:pos:R:3
O 1.38 2.79 0.22
C 1.21 1.59 0.20
C 0.07 0.84 0.81
N -0.10 -0.59 0.40
C 0.04 -1.14 -0.90
C -1.28 -1.10 -0.20
H 1.96 0.91 -0.25
H -0.87 1.43 0.92
H 0.39 0.12 1.63
H 0.63 -2.06 -0.90
H 0.23 -0.43 -1.70
H -2.01 -0.37 -0.52
H -1.67 -1.99 0.29
```

As for the total energy: -7795.3578 eV. The spin multiplicity is 1. For the lowest unoccupied orbital energy, the calculation gives 1.0 eV. As for the energy above the lowest of the compared OMol25 structures with the same formula, charge and spin: 413.6 kJ/mol. As for the structure (SMILES): O=CCN1CC1. Its charge is 0. As for the max |F|: 3.68 eV/A.